<i>
A cluster of 10 separate species, C40H50N10 in total, computed with ωB97M-V with the def2-TZVPD basis set.

The geometry in ORCA input format:
```
! wB97M-V def2-TZVPD RIJCOSX def2/J DEFGRID3
* xyz 0 1
N -39.453 -10.539 6.147
C -39.034 -11.471 5.322
C -39.647 -11.380 4.132
C -40.716 -10.340 4.270
C -40.477 -9.726 5.495
H -39.218 -10.315 7.079
H -38.234 -12.150 5.818
H -39.620 -12.239 3.466
H -41.382 -10.004 3.355
H -40.735 -8.760 5.847
N -35.034 -12.553 10.181
C -33.874 -11.828 10.226
C -32.852 -12.632 10.697
C -33.555 -14.009 11.068
C -34.859 -13.790 10.682
H -35.922 -12.091 9.621
H -33.966 -10.805 9.788
H -31.785 -12.221 10.719
H -33.186 -14.984 11.350
H -35.668 -14.573 10.649
N -40.616 -8.872 13.103
C -39.685 -7.885 12.818
C -38.451 -8.317 13.363
C -38.684 -9.862 13.547
C -40.023 -10.090 13.371
H -41.628 -8.682 12.964
H -39.936 -6.924 12.424
H -37.588 -7.631 13.481
H -37.960 -10.571 13.881
H -40.611 -10.971 13.513
N -35.237 -9.457 5.579
C -34.588 -8.634 6.502
C -33.933 -9.442 7.302
C -34.099 -10.847 6.863
C -34.860 -10.774 5.613
H -36.023 -9.143 4.770
H -34.762 -7.504 6.358
H -33.152 -9.164 8.182
H -33.630 -11.788 7.356
H -35.248 -11.449 4.916
N -36.200 -14.885 6.440
C -36.575 -14.849 5.132
C -35.408 -14.420 4.448
C -34.362 -13.953 5.476
C -34.948 -14.194 6.716
H -36.635 -15.365 7.144
H -37.529 -15.109 4.801
H -35.585 -14.124 3.406
H -33.417 -13.511 5.155
H -34.660 -14.164 7.664
N -37.425 -5.362 7.660
C -38.603 -4.951 7.015
C -39.416 -6.058 7.145
C -38.655 -7.158 7.906
C -37.395 -6.636 8.152
H -36.534 -4.697 7.620
H -38.730 -3.954 6.875
H -40.203 -6.215 6.670
H -39.029 -8.115 8.197
H -36.543 -7.116 8.562
N -37.158 -11.344 8.082
C -37.045 -10.313 9.038
C -38.012 -10.491 9.909
C -38.771 -11.750 9.445
C -38.177 -12.187 8.309
H -36.348 -11.386 7.235
H -36.188 -9.543 8.811
H -38.277 -9.926 10.869
H -39.450 -12.148 10.062
H -38.126 -13.057 7.874
N -43.653 -14.398 8.853
C -42.830 -14.267 7.795
C -42.036 -13.203 7.922
C -42.483 -12.635 9.255
C -43.501 -13.377 9.705
H -44.573 -15.046 8.805
H -42.875 -14.953 6.743
H -41.231 -12.821 7.236
H -42.173 -11.782 9.841
H -44.131 -13.197 10.703
N -37.552 -16.693 8.715
C -38.371 -15.805 9.397
C -39.410 -15.531 8.537
C -39.230 -16.357 7.288
C -38.118 -17.111 7.516
H -36.673 -16.886 9.188
H -38.355 -15.639 10.266
H -40.312 -14.932 9.039
H -39.874 -16.290 6.481
H -37.801 -18.007 6.911
N -42.894 -7.132 9.240
C -41.602 -7.780 9.487
C -41.747 -9.035 9.385
C -43.145 -9.439 8.958
C -43.809 -8.188 8.918
H -43.165 -6.036 9.193
H -40.793 -7.129 9.848
H -40.873 -9.697 9.594
H -43.636 -10.403 8.840
H -44.802 -7.920 8.584
*
```

Values from the calculation:
- HOMO-LUMO gap (Eh) = 0.318
- SMILES = c1cc[nH]c1.c1cc[nH]c1.c1cc[nH]c1.c1cc[nH]c1.c1cc[nH]c1.c1cc[nH]c1.c1cc[nH]c1.c1cc[nH]c1.c1cc[nH]c1.c1cc[nH]c1
- highest occupied orbital energy (Eh) = -0.2970

<ii>
A structure of composition C40H50N10, computed with ωB97M-V with the def2-TZVPD basis set.

The geometry in ORCA input format:
```
! wB97M-V def2-TZVPD RIJCOSX def2/J DEFGRID3
* xyz 0 1
N -1.200 -0.627 -0.266
C -0.562 0.356 0.466
C 0.776 0.741 -0.399
C 0.709 -0.152 -1.550
C -0.449 -1.053 -1.415
H -1.958 -1.171 0.140
H -0.765 0.520 1.342
H 1.364 1.513 -0.122
H 1.401 -0.397 -2.251
H -0.878 -1.689 -1.971
N 0.832 4.370 1.790
C -0.182 5.248 1.967
C -0.820 5.373 0.663
C -0.201 4.318 -0.240
C 0.951 3.704 0.570
H 1.389 4.120 2.507
H -0.433 5.701 3.228
H -1.688 6.085 0.339
H -0.567 4.188 -1.165
H 1.834 2.984 0.223
N -1.867 1.091 -2.143
C -2.349 2.231 -1.609
C -3.211 2.802 -2.661
C -3.297 1.867 -3.857
C -2.450 0.836 -3.362
H -1.285 0.512 -1.530
H -2.134 2.364 -0.602
H -3.848 3.602 -2.588
H -3.780 1.780 -4.790
H -2.245 -0.032 -3.829
N 4.487 -0.772 2.849
C 3.465 -0.984 1.844
C 3.923 -0.614 0.543
C 5.314 -0.365 0.648
C 5.733 -0.359 2.136
H 4.297 -0.908 3.811
H 2.444 -1.336 2.276
H 3.170 -0.600 -0.244
H 6.064 -0.116 -0.227
H 6.641 -0.205 2.720
N 1.732 -4.682 0.839
C 1.114 -5.761 1.381
C -0.345 -5.695 0.940
C -0.455 -4.552 -0.004
C 0.933 -3.964 -0.039
H 2.656 -4.411 1.244
H 1.673 -6.594 1.949
H -1.145 -6.408 0.948
H -1.152 -4.094 -0.599
H 1.249 -3.058 -0.541
N 2.202 -3.206 -3.635
C 2.271 -2.029 -4.285
C 3.522 -1.358 -3.754
C 4.040 -2.221 -2.726
C 3.101 -3.427 -2.578
H 1.462 -3.744 -4.047
H 1.672 -1.843 -5.042
H 4.100 -0.685 -4.001
H 4.986 -2.155 -2.135
H 3.048 -4.444 -1.951
N -0.286 -1.427 5.265
C -0.256 -2.290 4.157
C 0.002 -1.410 2.913
C -0.070 -0.019 3.457
C -0.312 -0.056 4.946
H -0.393 -1.726 6.071
H -0.283 -3.225 4.333
H -0.029 -1.889 1.963
H -0.067 1.050 3.108
H -0.496 0.790 5.673
N -3.898 -0.409 1.432
C -4.686 -0.747 0.373
C -4.592 -2.216 0.145
C -3.689 -2.630 1.375
C -3.223 -1.444 2.089
H -3.875 0.531 1.805
H -4.927 -0.001 -0.299
H -4.967 -2.795 -0.722
H -3.361 -3.551 1.583
H -2.711 -1.231 2.941
N 2.194 3.022 -5.466
C 3.581 2.965 -5.120
C 3.703 2.612 -3.633
C 2.383 2.312 -3.155
C 1.408 2.558 -4.439
H 1.907 3.491 -6.296
H 4.344 3.328 -5.741
H 4.326 2.675 -2.966
H 1.756 1.839 -2.294
H 0.361 2.585 -4.545
N -5.015 1.736 2.282
C -4.618 0.922 3.407
C -3.152 1.063 3.404
C -2.591 2.041 2.330
C -3.912 2.454 1.688
H -6.029 1.851 1.945
H -5.499 0.318 3.773
H -2.554 0.651 4.119
H -1.649 2.399 2.000
H -4.121 3.269 0.867
*
```

Values from the calculation:
- HOMO-LUMO gap (Eh) = 0.282
- highest occupied orbital energy (Eh) = -0.2635

Least stable = <ii>

<i>
A cluster of 2 separate species, C3H7P in total, computed with ωB97M-V with the def2-TZVPD basis set.

The geometry in ORCA input format:
```
! wB97M-V def2-TZVPD RIJCOSX def2/J DEFGRID3
* xyz 0 1
C -0.901 -0.764 0.625
C -1.915 -0.922 -0.486
C 2.035 1.330 0.289
P 1.710 -0.228 -0.677
H -1.074 -1.524 1.380
H -2.523 -1.692 -0.350
H -1.354 -1.075 -1.362
H -2.587 -0.074 -0.624
H 1.178 1.677 0.664
H 2.954 1.338 0.960
H 2.478 1.933 -0.418
*
```

Values from the calculation:
- HOMO-LUMO gap (alpha / beta) (Eh) = 0.190 / 0.189
- highest occupied orbital energy (alpha / beta) (Eh) = -0.2472 / -0.2470

<ii>
The molecule C3H7P, computed with ωB97M-V with the def2-TZVPD basis set.

The geometry in ORCA input format:
```
! wB97M-V def2-TZVPD RIJCOSX def2/J DEFGRID3
* xyz 0 1
C -0.086 -1.119 -0.828
C 0.330 -0.333 0.405
C 0.400 1.199 0.418
P -1.347 -1.167 0.476
H -0.563 -0.472 -1.682
H 0.439 -1.996 -1.061
H 1.142 -0.892 0.929
H 0.128 1.568 -0.662
H 1.459 1.448 0.531
H -0.215 1.627 1.167
H -1.686 0.136 0.306
*
```

Values from the calculation:
- HOMO-LUMO gap (Eh) = 0.384
- SMILES = C[C@@H]1CP1
- highest occupied orbital energy (Eh) = -0.3390

Least stable = <i>

<i>
A cluster of 2 separate species, C5H12N2 in total, computed with ωB97M-V with the def2-TZVPD basis set.

The geometry in ORCA input format:
```
! wB97M-V def2-TZVPD RIJCOSX def2/J DEFGRID3
* xyz 2 1
C -0.225 -0.277 1.400
C 1.426 0.066 -0.798
C -1.272 -0.296 2.344
C 1.468 1.249 -1.596
C -1.521 0.178 -0.656
N 2.219 -0.909 -0.599
N -0.366 -0.081 0.182
H 0.763 -0.273 1.685
H -1.742 0.734 2.469
H -2.038 -1.060 1.937
H -0.800 -0.558 3.278
H 1.629 2.168 -0.916
H 2.450 1.113 -2.148
H 0.444 1.382 -2.016
H -1.315 1.254 -1.044
H -2.612 0.241 -0.323
H -1.396 -0.523 -1.544
H 3.077 -1.098 -1.106
H 1.903 -1.640 0.034
*
```

Values from the calculation:
- HOMO-LUMO gap (Eh) = 0.372
- highest occupied orbital energy (Eh) = -0.7503

<ii>
A cluster of 2 separate species, C5H12N2 in total, computed with ωB97M-V with the def2-TZVPD basis set.

The geometry in ORCA input format:
```
! wB97M-V def2-TZVPD RIJCOSX def2/J DEFGRID3
* xyz 2 1
C 1.999 0.528 0.587
C -2.089 0.023 -0.125
C 3.322 1.129 0.086
C -2.795 1.066 -1.023
C 1.273 -1.914 0.512
N -2.547 -1.039 0.317
N 1.493 -0.649 0.416
H 1.357 1.186 1.063
H 3.551 0.921 -0.939
H 3.431 2.183 0.284
H 4.042 0.415 0.523
H -2.961 1.780 -0.217
H -2.055 1.383 -1.795
H -3.771 0.772 -1.462
H -1.168 0.544 0.168
H 1.641 -2.544 1.299
H 0.821 -2.499 -0.303
H -3.452 -1.426 -0.087
H -2.090 -1.860 0.696
*
```

Values from the calculation:
- HOMO-LUMO gap (Eh) = 0.426
- highest occupied orbital energy (Eh) = -0.7371

<iii>
The ion C5H12N2 with charge +2, computed with ωB97M-V with the def2-TZVPD basis set.

The geometry in ORCA input format:
```
! wB97M-V def2-TZVPD RIJCOSX def2/J DEFGRID3
* xyz 2 1
C -0.677 -1.424 1.212
C 0.609 -0.527 0.916
C 0.597 -0.034 -0.508
C -0.170 0.977 -0.951
N 0.539 2.242 -1.282
C 0.097 3.422 -0.876
N -0.583 -2.877 0.510
H -1.546 -0.873 0.843
H -0.869 -1.700 2.254
H 1.409 -1.364 1.061
H 0.857 0.337 1.481
H 1.600 -0.069 -0.954
H -1.248 1.078 -0.796
H 1.497 2.242 -1.782
H 0.465 4.309 -1.429
H -0.836 3.701 -0.366
H -0.188 -2.598 -0.405
H -1.496 -3.180 0.283
H -0.057 -3.660 0.790
*
```

Values from the calculation:
- HOMO-LUMO gap (Eh) = 0.327
- SMILES = C=[NH+]/C=C/CC[NH3+]
- highest occupied orbital energy (Eh) = -0.6579

Least stable = <i>

<i>
A structure of composition C20H37ClF5N2O12S2Y, computed with ωB97M-V with the def2-TZVPD basis set.

The geometry in ORCA input format:
```
! wB97M-V def2-TZVPD RIJCOSX def2/J DEFGRID3
* xyz 0 1
Y 1.187 -0.709 -0.274
C -3.526 1.250 -3.099
O -4.216 0.428 -2.196
O -2.154 1.132 -2.664
C -3.827 1.087 -4.613
F -3.063 1.788 -5.399
F -3.776 -0.158 -5.082
F -5.087 1.510 -4.919
C -5.637 0.197 -2.310
C -6.091 -0.827 -1.254
H -5.728 -1.804 -1.573
H -5.695 -0.556 -0.275
H -7.169 -0.967 -1.185
H -5.886 -0.351 -3.220
H -6.205 1.125 -2.248
H -3.900 2.246 -2.860
Cl -0.715 -4.209 0.934
N 5.098 -1.015 -0.859
S 6.004 -0.350 -1.932
O 6.264 -1.301 -3.029
O 7.022 0.638 -1.628
F 4.785 0.531 -2.546
S 6.468 -1.728 -0.097
O 7.099 -0.960 0.960
O 7.337 -2.547 -0.907
F 5.536 -2.822 0.718
O 2.489 -1.288 4.126
C 2.675 -1.179 5.325
O 2.757 -2.155 6.235
C 2.662 -3.511 5.770
C 1.915 -4.384 6.785
C 2.878 0.168 5.969
H 3.507 -3.993 5.278
H 1.874 -3.598 5.021
H 0.933 -4.799 6.555
H 1.819 -3.809 7.706
H 2.568 -5.233 6.988
H 3.395 0.787 5.235
H 3.474 0.195 6.881
H 1.899 0.585 6.204
O 0.550 -2.859 -4.141
C 0.438 -2.949 -5.356
O -0.173 -3.947 -5.945
C -0.914 -4.920 -5.198
C -2.294 -4.423 -4.811
C 1.032 -1.911 -6.284
H -0.412 -5.255 -4.290
H -0.946 -5.885 -5.703
H -2.202 -3.792 -3.927
H -2.961 -5.238 -4.533
H -2.744 -3.858 -5.628
H 0.434 -1.917 -7.195
H 2.069 -2.164 -6.504
H 0.828 -0.989 -5.738
O -1.947 0.932 2.770
C -2.792 1.560 3.465
O -3.208 1.356 4.696
C -3.169 0.106 5.346
C -4.084 -0.948 4.809
C -3.463 2.811 2.906
H -3.533 0.305 6.354
H -2.196 -0.319 5.595
H -4.041 -1.762 5.532
H -3.785 -1.274 3.814
H -5.134 -0.669 4.712
H -2.787 3.143 2.118
H -3.481 3.652 3.600
H -4.477 2.674 2.532
C 4.077 6.821 -2.307
C 2.687 7.140 -1.773
C 2.432 6.704 -0.343
C 2.456 5.232 -0.131
N 2.507 4.108 0.102
H 4.151 7.250 -3.306
H 4.281 5.752 -2.241
H 4.916 7.126 -1.681
H 1.944 6.641 -2.396
H 2.493 8.212 -1.780
H 1.411 6.980 -0.079
H 3.066 7.159 0.418
*
```

Values from the calculation:
- HOMO-LUMO gap (Eh) = 0.125
- highest occupied orbital energy (Eh) = -0.3246

<ii>
A structure of composition C20H37ClF5N2O12S2Y, computed with ωB97M-V with the def2-TZVPD basis set.

The geometry in ORCA input format:
```
! wB97M-V def2-TZVPD RIJCOSX def2/J DEFGRID3
* xyz 0 1
Y 31.091 -5.163 -9.482
C 28.822 -7.361 -11.605
O 29.863 -7.645 -12.585
O 29.550 -6.518 -10.722
C 27.452 -6.847 -12.253
F 26.959 -7.774 -13.099
F 26.571 -6.628 -11.314
F 27.531 -5.684 -12.959
C 29.880 -8.968 -13.124
C 30.917 -8.886 -14.236
H 30.797 -8.008 -14.871
H 31.847 -8.850 -13.669
H 30.938 -9.744 -14.909
H 29.005 -9.362 -13.640
H 30.264 -9.706 -12.420
H 28.600 -8.311 -11.119
Cl 30.274 -5.539 -6.987
N 31.719 -3.081 -9.662
S 31.448 -1.950 -10.729
O 32.496 -1.487 -11.652
O 30.345 -1.060 -10.456
F 30.684 -2.956 -11.768
S 32.339 -1.795 -8.605
O 31.363 -1.000 -7.934
O 33.578 -1.068 -9.050
F 32.834 -2.808 -7.445
O 32.484 -5.440 -11.384
C 32.907 -5.292 -12.545
O 34.162 -5.050 -12.953
C 35.294 -4.957 -12.088
C 35.292 -3.574 -11.372
C 32.108 -5.525 -13.761
H 36.136 -5.025 -12.778
H 35.482 -5.775 -11.393
H 35.696 -2.822 -12.050
H 36.059 -3.615 -10.599
H 34.333 -3.224 -10.993
H 32.321 -6.546 -14.076
H 32.402 -4.897 -14.602
H 31.043 -5.387 -13.571
O 29.004 -3.935 -9.566
C 28.036 -3.165 -9.640
O 27.343 -2.591 -8.677
C 27.836 -2.733 -7.365
C 27.105 -1.818 -6.407
C 27.492 -2.836 -11.015
H 28.900 -2.552 -7.212
H 27.678 -3.766 -7.054
H 26.047 -2.079 -6.421
H 27.222 -0.785 -6.734
H 27.549 -1.994 -5.427
H 27.335 -3.672 -11.697
H 28.287 -2.281 -11.513
H 26.522 -2.339 -11.026
O 32.090 -7.455 -9.068
C 32.219 -8.646 -9.287
O 32.089 -9.641 -8.429
C 31.733 -9.369 -7.097
C 31.288 -10.690 -6.385
C 32.734 -9.139 -10.643
H 30.884 -8.686 -7.069
H 32.509 -8.764 -6.626
H 32.130 -11.315 -6.088
H 30.732 -11.339 -7.061
H 30.611 -10.496 -5.553
H 32.190 -10.046 -10.908
H 33.790 -9.383 -10.522
H 32.740 -8.392 -11.436
C 37.763 -3.976 -6.356
C 36.643 -3.949 -7.348
C 35.458 -4.808 -7.004
C 34.445 -5.135 -7.998
N 33.560 -5.321 -8.770
H 38.201 -4.973 -6.318
H 37.346 -3.893 -5.352
H 38.545 -3.239 -6.539
H 37.027 -4.065 -8.361
H 36.219 -2.956 -7.489
H 34.905 -4.444 -6.138
H 35.890 -5.745 -6.651
*
```

Values from the calculation:
- HOMO-LUMO gap (Eh) = 0.295
- highest occupied orbital energy (Eh) = -0.3201

Least stable = <i>